[1]
{"formula": "C17H39F6O9Y", "method": "ωB97M-V with the def2-TZVPD basis set", "elements": ["Y", "C", "O", "O", "C", "F", "F", "F", "C", "C", "H", "H", "H", "H", "H", "H", "C", "O", "O", "C", "F", "F", "F", "C", "C", "H", "H", "H", "H", "H", "H", "C", "O", "H", "H", "H", "C", "C", "O", "H", "H", "H", "H", "H", "H", "C", "C", "O", "H", "H", "H", "H", "H", "H", "C", "C", "O", "H", "H", "H", "H", "H", "H", "C", "C", "O", "H", "H", "H", "H", "H", "H"], "xyz": [[0.43686, 0.06372, -0.67768], [0.92477, -2.82789, 1.42409], [-0.15096, -2.67868, 2.35503], [0.91830, -1.90505, 0.48369], [2.16494, -2.76046, 2.29951], [2.35672, -1.55595, 2.84660], [2.13122, -3.65836, 3.28362], [3.27901, -3.04346, 1.57134], [-1.34449, -3.26289, 1.94541], [-2.28598, -3.34939, 3.13350], [-2.38525, -2.36914, 3.60040], [-3.25774, -3.72114, 2.81470], [-1.85577, -4.01789, 3.88172], [-1.18676, -4.28007, 1.54693], [-1.83332, -2.72030, 1.12456], [0.82708, -3.85128, 1.01785], [-3.12768, 0.13925, -0.58549], [-3.14300, 1.11559, 0.47391], [-1.90733, -0.28962, -0.76825], [-4.09051, -0.97986, -0.21562], [-3.89847, -2.06752, -0.95970], [-3.98329, -1.35508, 1.07150], [-5.37291, -0.59340, -0.39382], [-4.23595, 1.99537, 0.54600], [-3.94421, 3.04114, 1.60630], [-3.91939, 2.57787, 2.59414], [-2.98167, 3.52805, 1.43352], [-4.70719, 3.81965, 1.59507], [-5.16483, 1.48398, 0.81507], [-4.39806, 2.47793, -0.42644], [-3.49955, 0.61325, -1.51890], [0.53165, 2.93647, -2.84316], [0.31898, 1.98019, -1.88940], [1.52304, 2.86204, -3.34244], [-0.20085, 2.89252, -3.66810], [0.49640, 3.95152, -2.41646], [4.08739, -0.41801, -3.43375], [3.30201, 0.37360, -2.40778], [2.57488, -0.52081, -1.52365], [3.39932, -0.92008, -4.11093], [4.69254, -1.17445, -2.92529], [4.76477, 0.21615, -4.00258], [2.56483, 1.01235, -2.89547], [3.92592, 1.04515, -1.81696], [3.25301, -1.04470, -1.08260], [-0.99800, -0.07898, -4.32890], [0.25065, -0.83927, -3.95940], [0.16208, -1.37128, -2.62068], [-1.13498, 0.80219, -3.70219], [-1.87896, -0.71244, -4.20473], [-0.95592, 0.23525, -5.37463], [1.13999, -0.22102, -4.04948], [0.38730, -1.67276, -4.65653], [-0.39250, -2.15596, -2.66004], [-0.45999, 1.83486, 3.55431], [-0.36442, 0.63431, 2.64005], [-0.57378, 1.01852, 1.27191], [-0.33212, 1.52779, 4.59588], [-1.44896, 2.29892, 3.50627], [0.27548, 2.59715, 3.29618], [-1.07301, -0.14800, 2.91106], [0.63172, 0.19772, 2.67490], [-1.52681, 1.14338, 1.06189], [4.49986, 1.52070, 1.10370], [3.16331, 0.89336, 1.38688], [2.10958, 1.42589, 0.52934], [4.56185, 2.54761, 1.48514], [4.84016, 1.49252, 0.07198], [5.28284, 1.03370, 1.69843], [2.86949, 1.03354, 2.42857], [3.15947, -0.18037, 1.20781], [2.20721, 2.38236, 0.57229]], "relative_energy_kcal_mol": 0.0, "energy_ev": -54041.720, "homo_energy_ev": -8.53, "e_lumo_ev": 0.2546}

[2]
{"formula": "C17H39GaO2P3", "method": "ωB97M-V with the def2-TZVPD basis set", "elements": ["Ga", "P", "P", "P", "H", "C", "C", "H", "C", "C", "C", "C", "C", "C", "C", "C", "C", "H", "H", "H", "H", "H", "H", "H", "H", "H", "H", "H", "H", "H", "H", "H", "H", "H", "H", "H", "H", "H", "H", "H", "H", "H", "H", "H", "H", "H", "C", "C", "C", "C", "C", "C", "O", "H", "H", "H", "H", "H", "H", "O", "H", "H"], "xyz": [[-2.71683, 1.82773, -0.13865], [-2.39600, -0.57065, 0.46951], [1.36480, -0.06240, 2.73626], [1.34024, -2.13019, -0.97824], [-1.78105, 4.19380, 0.18850], [-2.05266, 3.57079, -0.68235], [-3.50462, 3.36675, -0.89285], [-4.27161, 3.79810, -0.22698], [-3.97972, -0.33357, 1.39720], [-1.76919, -1.94208, 1.49642], [-2.95036, -1.55231, -0.96062], [2.76855, 1.07229, 2.63923], [0.13834, 0.51983, 3.96122], [1.80001, -1.79020, 2.98273], [1.30881, -2.73305, -2.72287], [2.13826, -3.58773, -0.17808], [2.70364, -0.91652, -0.80312], [-1.44137, 3.79499, -1.57380], [-3.95561, 3.24502, -1.86706], [-4.54533, 0.53957, 1.02090], [-3.75412, -0.17974, 2.46301], [-4.56320, -1.25230, 1.24880], [-1.60291, -1.62325, 2.52915], [-0.85105, -2.36151, 1.08184], [-2.54785, -2.72147, 1.49704], [-3.20159, -0.91219, -1.81037], [-3.83418, -2.11316, -0.64710], [-2.15396, -2.23992, -1.26092], [3.63751, 0.72943, 3.20586], [2.47249, 2.06783, 2.98636], [3.04261, 1.15143, 1.58177], [0.15323, -0.13567, 4.83775], [-0.87589, 0.50991, 3.56595], [0.38110, 1.51819, 4.32853], [2.87637, -1.92409, 3.09501], [1.47470, -2.34800, 2.10677], [1.27120, -2.21668, 3.83614], [1.59201, -3.79510, -2.77786], [1.93683, -2.14694, -3.41859], [0.27606, -2.60821, -3.08148], [2.56308, -4.27818, -0.92090], [1.33307, -4.11031, 0.36441], [2.91851, -3.28883, 0.53502], [3.46608, -0.98027, -1.57746], [3.17382, -1.05417, 0.17394], [2.30062, 0.10473, -0.82319], [0.72440, 1.55432, -1.82011], [1.47415, 2.63769, -2.44787], [2.13215, 2.37175, -3.61824], [1.82212, 1.21272, -4.32668], [0.69436, 0.44260, -3.99845], [0.03672, 0.65774, -2.77722], [0.84675, 1.32467, -0.58562], [1.06851, -0.09155, 1.27300], [1.63901, 3.54627, -1.88556], [2.88303, 3.03702, -3.99520], [2.40461, 0.96861, -5.20021], [0.36714, -0.34888, -4.66896], [-0.86456, 0.06091, -2.50546], [-1.78495, 2.54940, 2.28637], [-2.26287, 3.34798, 2.65121], [-0.86345, 2.62705, 2.63214]], "charge": 3, "relative_energy_kcal_mol": 71.1, "energy_ev": -102566.922, "homo_energy_ev": [-15.96, -15.98], "e_lumo_ev": [-11.9196, -11.2583]}

[3]
{"formula": "C17H40FeNP3Se", "method": "ωB97M-V with the def2-TZVPD basis set", "elements": ["Fe", "P", "P", "P", "H", "C", "C", "H", "C", "C", "C", "C", "C", "C", "C", "C", "C", "H", "H", "H", "H", "H", "H", "H", "H", "H", "H", "H", "H", "H", "H", "H", "H", "H", "H", "H", "H", "H", "H", "H", "H", "H", "H", "H", "H", "H", "C", "C", "C", "C", "C", "C", "Se", "H", "H", "H", "H", "H", "H", "N", "H", "H", "H"], "xyz": [[0.63920, 0.28048, 0.65788], [-1.04405, -0.80296, -0.94156], [2.23563, -0.98000, -0.50365], [-0.82685, 2.08244, 0.62962], [4.21036, 2.66300, 0.67836], [3.52200, 2.73068, 1.57023], [2.54771, 1.84615, 1.82989], [2.34957, 0.94465, 1.21913], [-1.33381, -0.42806, -2.70107], [-0.95314, -2.64474, -1.01725], [-2.80312, -0.81824, -0.39615], [3.90674, -0.27001, -0.23073], [2.31965, -2.64359, 0.34351], [2.45838, -1.44549, -2.27318], [-0.01339, 3.61137, 1.27201], [-2.11536, 1.73460, 1.97883], [-1.76748, 2.83420, -0.73150], [3.78369, 3.57771, 2.26681], [2.02841, 1.93330, 2.81865], [-2.20751, -1.00348, -3.04847], [-0.45201, -0.68431, -3.28802], [-1.47958, 0.64448, -2.85564], [-1.81986, -3.01051, -1.59992], [-1.01551, -3.04227, 0.00030], [-0.00639, -3.02782, -1.42275], [-3.37366, -1.46200, -1.08812], [-3.26167, 0.17675, -0.30397], [-2.82305, -1.25018, 0.60906], [4.63359, -0.76512, -0.87727], [4.24467, -0.33671, 0.80921], [3.93992, 0.80261, -0.48424], [3.29046, -3.11970, 0.14741], [1.53207, -3.36158, 0.06021], [2.24438, -2.52792, 1.43590], [3.40756, -1.98322, -2.42345], [2.46020, -0.57270, -2.94666], [1.65761, -2.10116, -2.62486], [-0.66941, 4.47786, 1.13448], [0.93581, 3.84276, 0.76143], [0.25569, 3.53041, 2.33026], [-2.91749, 2.49736, 2.03739], [-1.55953, 1.75353, 2.92721], [-2.62907, 0.75860, 1.93040], [-2.06357, 3.84611, -0.45821], [-2.66566, 2.30895, -1.05870], [-1.14283, 2.91711, -1.64408], [2.43847, 3.56453, -3.12114], [2.86754, 3.75043, -1.78815], [3.37029, 5.00951, -1.40772], [3.41099, 6.04889, -2.34394], [2.75212, 5.91804, -3.57269], [2.16483, 4.69112, -3.93012], [1.79601, 1.94849, -3.91256], [0.69590, 1.87386, -2.92234], [2.81438, 3.02077, -0.99140], [3.75263, 5.19746, -0.38422], [3.94911, 6.98880, -2.08642], [2.65704, 6.71200, -4.30306], [1.51730, 4.56391, -4.79118], [0.76276, -0.33542, 2.76429], [1.25411, 0.30749, 3.40867], [1.22432, -1.24703, 2.85373], [-0.18906, -0.41437, 3.13150]], "charge": 3, "relative_energy_kcal_mol": 0.0, "energy_ev": -147339.424, "homo_energy_ev": [-16.84, -18.39], "spin_multiplicity": 6, "e_lumo_ev": [-8.7019, -12.9606]}